No. 1
{
  "formula": "C21H30ClN3O3S",
  "method": "wB97M-V/def2-TZVPD",
  "species": ["Cl", "S", "O", "O", "O", "N", "N", "N", "C", "C", "C", "C", "C", "C", "C", "C", "C", "C", "C", "C", "C", "C", "C", "C", "C", "C", "C", "C", "C", "H", "H", "H", "H", "H", "H", "H", "H", "H", "H", "H", "H", "H", "H", "H", "H", "H", "H", "H", "H", "H", "H", "H", "H", "H", "H", "H", "H", "H", "H"],
  "coordinates": [[-4.61879, 0.92452, -4.42146], [-0.63417, 1.71001, -3.32685], [2.22809, 0.52377, 0.20128], [-3.25152, 0.30605, -1.21904], [-0.45050, 1.93923, 3.25726], [-1.91249, -1.22091, -2.19416], [0.60633, -0.72207, 1.16028], [1.12617, 0.31128, 3.64476], [-0.76783, 0.27478, 5.01202], [-1.34697, -1.71348, 0.17180], [1.32265, -0.84931, 4.50129], [-2.37234, 2.40291, -5.04263], [1.63311, 0.15556, 1.19947], [0.07992, -1.25172, -0.09014], [-0.12270, 3.60059, -5.33121], [-0.04994, 0.97116, 3.86568], [2.48746, 2.10134, 2.55074], [1.04738, -2.30073, -0.63531], [3.02192, 2.57826, 3.89282], [-2.18397, 0.97555, -3.21697], [-2.13830, -2.11550, -1.07089], [2.07131, 0.63670, 2.58797], [0.75373, -2.89512, -2.01713], [0.35421, -1.87489, -3.09245], [-2.51092, -0.00375, -2.13735], [-2.99464, 1.44674, -4.19596], [-1.14633, -1.72303, -3.32580], [-0.04918, -1.06877, 5.16287], [-1.08524, 2.65318, -4.69847], [0.75728, 3.08081, -5.71291], [0.78075, -2.18345, -4.05122], [3.25246, 2.20158, 1.78182], [2.25231, 2.54261, 4.66568], [-0.66996, 0.90483, 5.89899], [0.04658, -0.41393, -0.79312], [-0.59847, -1.85091, 4.63551], [1.64831, -1.71050, 3.91373], [0.21917, 4.35409, -4.62044], [1.14322, -3.10643, 0.10138], [-1.88972, -3.12391, -1.39154], [-2.87523, 2.88397, -5.86980], [-3.20057, -2.11057, -0.82086], [2.02537, -1.81678, -0.68550], [0.07410, -0.85903, 2.00195], [-1.31527, -1.07289, -4.18250], [1.66666, -3.40041, -2.33936], [2.97359, 0.05698, 2.81982], [0.04878, -1.38580, 6.19835], [0.79955, -0.90062, -2.87226], [-1.35319, -2.54675, 0.88528], [3.36517, 3.60983, 3.81902], [-1.56371, -2.70025, -3.59435], [2.10242, -0.64505, 5.24288], [-0.59550, 4.11730, -6.16497], [-1.87970, -0.88458, 0.64649], [0.00399, -3.68780, -1.95643], [-1.82757, 0.18959, 4.78485], [3.86591, 1.96780, 4.22657], [1.64683, 2.71792, 2.24052]],
  "forces_ev_per_angstrom": [[-0.079, -0.036, -0.013], [0.090, 0.067, 0.013], [0.048, -0.055, -0.001], [0.008, 0.029, -0.080], [0.045, 0.031, -0.105], [0.055, -0.022, -0.190], [0.058, 0.008, 0.149], [-0.157, -0.183, -0.197], [0.121, -0.002, 0.049], [-0.107, 0.056, 0.196], [0.045, 0.082, 0.166], [-0.137, 0.126, -0.222], [-0.105, 0.072, -0.131], [-0.023, 0.086, -0.108], [0.115, 0.088, -0.039], [-0.069, -0.056, 0.120], [0.052, 0.227, 0.023], [0.119, -0.117, 0.016], [0.001, 0.005, 0.013], [0.071, -0.092, -0.103], [-0.108, -0.114, 0.123], [0.122, -0.052, 0.132], [0.041, -0.019, 0.022], [0.100, -0.022, -0.065], [-0.098, 0.059, 0.260], [0.028, 0.013, 0.059], [-0.011, -0.073, -0.092], [-0.007, 0.011, -0.051], [0.017, -0.125, 0.183], [-0.004, 0.001, 0.009], [-0.039, -0.013, 0.006], [-0.004, -0.073, -0.016], [-0.002, 0.001, 0.002], [0.002, -0.008, -0.009], [0.015, -0.014, 0.009], [0.022, 0.022, -0.026], [-0.032, 0.000, -0.016], [0.000, -0.009, 0.002], [-0.068, -0.004, -0.019], [0.045, 0.010, -0.051], [-0.014, -0.025, 0.016], [0.013, 0.053, -0.016], [-0.028, 0.041, 0.024], [-0.008, -0.008, 0.005], [-0.033, 0.058, 0.054], [0.006, 0.016, 0.006], [-0.039, -0.011, -0.059], [0.010, -0.017, 0.008], [-0.019, 0.002, 0.016], [0.044, -0.031, -0.070], [0.011, 0.003, 0.022], [0.013, 0.002, 0.007], [-0.004, 0.002, -0.004], [-0.039, -0.023, 0.003], [0.034, -0.001, -0.020], [-0.029, 0.028, -0.012], [-0.014, 0.023, -0.003], [-0.007, 0.009, -0.002], [-0.067, -0.026, 0.010]],
  "lowdin_charge": [0.7091, 1.1186, 0.0715, 0.0786, 0.0862, -0.0457, 0.1247, -0.0439, -0.0742, -0.1098, -0.1379, -0.1444, -0.4215, -0.3031, -0.0970, -0.4668, -0.1969, -0.1376, -0.0881, -0.4739, -0.1308, -0.1971, -0.1849, -0.1696, -0.4855, -0.7147, -0.1555, -0.1467, -0.5703, 0.0781, 0.1145, 0.1147, 0.0695, 0.1248, 0.1359, 0.1079, 0.1203, 0.0795, 0.1201, 0.1117, 0.1166, 0.1295, 0.1114, 0.1262, 0.1154, 0.1083, 0.1621, 0.1070, 0.0957, 0.1253, 0.0736, 0.1304, 0.1223, 0.0810, 0.1190, 0.0981, 0.1202, 0.0752, 0.1127],
  "smiles": "CC[C@H](C(=O)N[C@H]1CCCCN(C(=O)c2sc(C)cc2Cl)CC1)N1CCCC1=O",
  "de_lowest_kj_mol": 26.2,
  "lumo_ev": 0.612,
  "homo_energy_ev": -8.688,
  "gap_ev": 9.300,
  "energy_ev": -56236.40962
}


No. 2
{
  "formula": "C21H30ClN3O3S",
  "method": "wB97M-V/def2-TZVPD",
  "species": ["Cl", "S", "O", "O", "O", "N", "N", "N", "C", "C", "C", "C", "C", "C", "C", "C", "C", "C", "C", "C", "C", "C", "C", "C", "C", "C", "C", "C", "C", "H", "H", "H", "H", "H", "H", "H", "H", "H", "H", "H", "H", "H", "H", "H", "H", "H", "H", "H", "H", "H", "H", "H", "H", "H", "H", "H", "H", "H", "H"],
  "coordinates": [[5.56467, -1.47949, -0.20115], [8.80728, -1.75054, 2.47831], [-0.24763, 0.06483, 2.87936], [5.60618, -1.33424, 3.64350], [2.63184, -0.02082, -0.69902], [-0.65000, 0.09016, 0.61486], [6.10278, 0.68965, 2.77050], [2.11206, 0.61984, 1.41752], [10.55661, -3.08147, 0.73360], [3.66861, 1.05373, 3.21594], [-2.62223, 1.35760, 0.54416], [0.49370, -0.68637, 0.12600], [7.04171, -1.72116, 0.65852], [3.60194, 2.51941, 1.08187], [3.44859, 1.13246, 1.71005], [0.59425, -2.07811, 0.76373], [1.84837, 0.02220, 0.23943], [-0.96366, 0.30616, 1.91462], [6.14905, 2.19153, 0.72416], [-2.36171, 0.88644, 1.97197], [-0.66599, -2.90836, 0.56802], [6.89107, 1.56423, 1.90730], [5.11337, 1.30106, 3.65517], [8.16725, -2.38340, 0.09303], [-1.73522, 0.44066, -0.29728], [5.00204, 3.14449, 1.09538], [9.21187, -2.46344, 0.96113], [7.23625, -1.30752, 1.93843], [6.24662, -0.65684, 2.85712], [3.01408, 1.76244, 3.73292], [10.61997, -3.45841, -0.28606], [-2.42027, 1.66625, 2.72752], [-1.33984, 0.93370, -1.18575], [4.98710, 3.96801, 0.37856], [5.24834, 0.88916, 4.65574], [-3.03783, 0.08034, 2.27039], [7.29612, 2.36462, 2.53600], [-2.26810, -0.46094, -0.61865], [-2.29185, 2.39046, 0.42953], [1.46238, 0.44575, 2.18081], [2.88936, 3.20137, 1.55667], [11.36025, -2.35843, 0.87748], [3.38606, 0.05110, 3.54250], [5.78954, 1.40706, 0.05436], [-0.54526, -3.89954, 1.00343], [7.73964, 0.99555, 1.53423], [8.18386, -2.77735, -0.91236], [6.90571, 2.74709, 0.16437], [1.45208, -2.57686, 0.30609], [-0.89854, -3.03450, -0.49204], [-3.66818, 1.30230, 0.25041], [4.15070, 0.45563, 1.22271], [10.73237, -3.91548, 1.41381], [5.21328, 3.61203, 2.06041], [-1.52730, -2.44313, 1.05161], [0.34060, -0.80535, -0.94630], [3.28989, 2.41277, 0.04015], [0.81065, -1.96998, 1.82486], [5.33865, 2.36382, 3.69991]],
  "forces_ev_per_angstrom": [[0.020, 0.014, 0.019], [-0.029, 0.032, -0.096], [-0.102, -0.005, -0.128], [-0.024, 0.009, 0.033], [0.000, 0.010, 0.030], [0.097, -0.055, -0.079], [0.022, 0.017, -0.011], [0.059, -0.169, 0.004], [-0.040, 0.004, 0.001], [-0.013, -0.046, -0.008], [-0.031, 0.037, -0.001], [0.005, -0.006, 0.106], [0.032, 0.041, 0.133], [0.006, -0.011, -0.011], [-0.049, 0.078, -0.013], [-0.022, 0.016, -0.053], [-0.015, 0.083, -0.003], [0.042, -0.044, 0.119], [-0.003, -0.004, 0.036], [-0.024, 0.019, 0.054], [-0.004, 0.015, -0.019], [-0.049, -0.031, -0.005], [0.000, -0.021, -0.006], [0.118, 0.004, 0.062], [0.054, -0.010, -0.017], [0.005, -0.012, -0.003], [-0.054, -0.035, -0.034], [0.004, -0.031, -0.104], [-0.009, 0.037, -0.025], [-0.002, 0.018, 0.001], [-0.008, 0.002, -0.002], [-0.003, -0.010, 0.007], [0.006, -0.006, 0.003], [0.002, 0.001, -0.003], [-0.004, -0.007, 0.009], [0.006, 0.004, 0.003], [-0.005, 0.005, 0.010], [0.004, -0.014, 0.001], [0.000, 0.001, -0.007], [0.005, 0.086, -0.039], [-0.006, 0.000, 0.014], [-0.007, 0.008, 0.001], [-0.003, 0.010, -0.005], [-0.008, -0.014, -0.006], [-0.003, -0.014, 0.005], [0.016, -0.028, -0.009], [0.003, 0.001, -0.012], [0.012, 0.005, 0.001], [-0.010, 0.022, 0.006], [-0.002, 0.002, 0.001], [-0.002, 0.003, -0.003], [0.016, -0.015, -0.027], [-0.002, -0.004, 0.005], [0.006, 0.003, 0.004], [-0.010, 0.005, 0.003], [-0.027, -0.003, -0.011], [0.004, -0.005, 0.006], [0.019, -0.006, 0.063], [0.006, 0.011, 0.000]],
  "lowdin_charge": [0.7598, 1.1089, 0.0429, 0.0766, 0.0361, -0.0051, -0.0404, 0.1325, -0.0995, -0.1025, -0.1494, -0.1878, -0.6965, -0.1350, -0.3055, -0.1822, -0.4413, -0.4478, -0.1619, -0.0754, -0.0858, -0.1439, -0.1254, -0.1396, -0.1342, -0.1851, -0.5763, -0.4863, -0.4900, 0.1270, 0.0798, 0.1215, 0.1269, 0.1069, 0.1275, 0.1276, 0.1285, 0.1223, 0.1153, 0.1012, 0.1188, 0.0760, 0.1190, 0.0931, 0.0746, 0.1111, 0.1147, 0.1128, 0.1252, 0.0774, 0.1103, 0.0944, 0.0773, 0.0973, 0.0688, 0.1510, 0.1129, 0.1104, 0.1106],
  "smiles": "CC[C@H](C(=O)N[C@H]1CCCCN(C(=O)c2sc(C)cc2Cl)CC1)N1CCCC1=O",
  "de_lowest_kj_mol": 1.4,
  "lumo_ev": 0.745,
  "homo_energy_ev": -8.599,
  "gap_ev": 9.344,
  "energy_ev": -56236.66654
}